#1
22
Properties=species:S:1:pos:R:3 method="wB97M-V/def2-TZVPD" charge=+1 multiplicity=2 orbital_gap_ev="8.099 / 2.913"
C -1.645 -1.216 -0.817
C -0.558 -2.062 -1.523
S -0.419 -1.733 -3.239
C -1.177 0.227 -0.611
N -0.495 0.345 0.696
C 0.341 1.570 0.704
C 1.158 1.678 1.992
N 2.551 1.213 1.800
H -2.535 -1.173 -1.451
H -1.950 -1.635 0.138
H 0.422 -1.782 -1.125
H -0.687 -3.123 -1.310
H -0.748 -2.930 -3.769
H -0.476 0.567 -1.402
H -1.985 0.952 -0.638
H 0.208 -0.391 0.677
H 0.951 1.712 -0.185
H -0.334 2.428 0.682
H 0.623 1.169 2.793
H 1.246 2.726 2.264
H 2.518 0.210 1.609
H 2.992 1.250 2.717


#2
22
Properties=species:S:1:pos:R:3 method="wB97M-V/def2-TZVPD" charge=+1 multiplicity=2 orbital_gap_ev="9.687 / 4.606"
C 0.996 0.995 -1.913
N 1.047 0.114 -0.742
C -0.294 -0.132 -0.096
C -0.937 0.889 0.888
S -1.954 2.295 0.160
C -0.036 -1.428 0.781
N 0.800 -2.518 0.068
C 2.043 -2.671 0.854
H 0.287 0.731 -2.642
H 1.978 0.941 -2.428
H 0.588 2.005 -1.590
H 1.679 0.603 -0.104
H -1.093 -0.557 -0.853
H -0.076 1.276 1.447
H -1.626 0.436 1.613
H -1.591 2.261 -1.093
H -1.040 -1.749 1.036
H 0.434 -1.103 1.707
H 1.024 -2.415 -0.910
H 2.429 -3.636 0.529
H 2.834 -1.964 0.453
H 1.871 -2.635 1.897


Most stable to least stable, the ends of the list are #1 and #2.


#1
18
Properties=species:S:1:pos:R:3 method="wB97M-V/def2-TZVPD" charge=+1 multiplicity=3 orbital_gap_ev="6.128 / 6.370"
C 1.958 -1.833 0.142
C 0.710 -2.057 -0.372
C 2.478 0.686 0.254
C 0.492 1.832 -0.436
C 1.665 -0.420 0.371
C -0.902 0.036 0.048
C 0.293 -0.658 -0.069
N 1.750 1.709 -0.388
N -2.099 -0.220 -0.434
N -0.515 1.443 0.522
H 2.891 -2.307 0.167
H 0.424 -2.931 -0.886
H 3.539 0.962 0.399
H 0.159 2.680 -0.931
H -2.070 -1.094 -0.775
H -2.981 0.040 -0.039
H -0.180 1.154 1.442
H -1.381 2.100 0.553


#2
18
Properties=species:S:1:pos:R:3 method="wB97M-V/def2-TZVPD" charge=+1 multiplicity=3 orbital_gap_ev="5.984 / 4.723"
C -1.302 1.682 -1.295
C -1.557 0.856 -2.307
C -0.478 1.288 -0.178
C -1.027 -0.462 -2.215
C 0.034 0.010 -0.302
C 1.342 0.055 3.134
C 0.822 -0.694 0.669
N -0.250 -0.893 -1.253
N 1.595 0.315 1.928
N 1.201 -1.897 0.479
H -1.732 2.584 -1.179
H -2.068 1.217 -3.206
H -0.511 1.761 0.764
H -1.135 -1.161 -3.007
H 1.952 0.598 3.947
H 0.528 -0.613 3.469
H 0.720 -2.239 -0.366
H 1.865 -2.408 0.917


Most stable to least stable, the ends of the list are #2 and #1.